Formula: C2H10NO3
Source: the OMol25 dataset
Level of theory: ωB97M-V with the def2-TZVPD basis set

Properties
energy above the lowest of the compared OMol25 structures with the same formula, charge and spin = 87.2 kJ/mol
LUMO level = -3.4 eV
multiplicity = 1
charge = +1
orbital gap = 11.240 eV

Last column: natural (NBO) charge in e.
CARTESIAN COORDINATES (ANGSTROEM)
1 O 0.8587 -0.8495 2.3679  -0.479
2 C -0.2910 -0.9528 2.0669  0.439
3 C -0.6258 -0.7740 0.5438  -0.323
4 N 0.5487 -0.0507 -0.1385  -0.696
5 H -1.2117 -1.0354 2.6699  0.161
6 H -0.6629 -1.7484 0.0349  0.245
7 H -1.5355 -0.2324 0.4638  0.247
8 H 0.9982 -0.7499 -0.7601  0.459
9 H 0.0825 0.7286 -0.6029  0.470
10 H 1.3582 0.2967 0.3868  0.458
11 H 0.8767 -0.9320 -3.7170  0.492
12 H 0.6451 0.6243 -3.6429  0.489
13 O 1.0594 -0.1307 -3.2169  -0.979
14 H -0.9359 2.8299 -0.6083  0.497
15 H -2.3046 2.2944 -0.1201  0.509
16 O -1.3762 2.0468 -0.2543  -0.991

Cartesian forces (eV/Å) of the 6 atoms listed first:
-0.1684 -0.2085 1.0277
-0.1504 0.7286 -2.2612
2.0060 -0.9602 1.1965
-0.4786 -1.2185 -0.3401
0.5766 -0.3592 0.5929
-0.4147 0.2835 0.3596

***

Formula: C2H10NO4
Source: the OMol25 dataset
Level of theory: ωB97M-V with the def2-TZVPD basis set

Properties
energy above the lowest of the compared OMol25 structures with the same formula, charge and spin = 50.9 kJ/mol
LUMO level = -3.4 eV
multiplicity = 1
charge = +1
orbital gap = 11.621 eV

Last column: natural (NBO) charge in e.
CARTESIAN COORDINATES (ANGSTROEM)
1 O -0.8726 0.7659 -1.1596  -0.566
2 C -1.0026 0.4057 -0.0310  0.785
3 O -0.8827 1.1281 1.0729  -0.665
4 C -1.2306 -1.0501 0.4808  -0.357
5 N -0.4067 -1.9748 -0.3756  -0.696
6 H -0.4991 2.0095 1.0104  0.534
7 H -0.9206 -1.1552 1.5283  0.258
8 H -2.3001 -1.2260 0.6078  0.268
9 H -0.1725 -2.7739 0.2082  0.442
10 H -0.9889 -2.2314 -1.1711  0.444
11 H 0.4831 -1.4965 -0.7128  0.483
12 H 1.8115 -1.2664 -2.5384  0.509
13 H 1.6932 0.0745 -1.7266  0.510
14 O 1.7181 -0.8802 -1.6544  -0.954
15 H 1.9006 2.2848 2.4879  0.491
16 H 2.4071 1.8124 1.0931  0.481
17 O 1.6918 1.7278 1.7403  -0.967

Cartesian forces (eV/Å) of the 6 atoms listed first:
0.0740 -0.3932 -0.4224
0.3906 -0.1314 1.7443
-0.5669 -0.3409 0.3499
0.3156 1.1507 0.6124
-1.1685 0.4801 0.7333
0.1217 0.2775 -0.5498

***

Formula: C2H10NO5
Source: the OMol25 dataset
Level of theory: ωB97M-V with the def2-TZVPD basis set

Properties
energy above the lowest of the compared OMol25 structures with the same formula, charge and spin = 53.9 kJ/mol
LUMO level = 3.7 eV
multiplicity = 1
charge = -1
orbital gap = 8.560 eV

Last column: natural (NBO) charge in e.
CARTESIAN COORDINATES (ANGSTROEM)
1 C 0.8189 2.0821 0.4500  -0.405
2 N 0.5373 0.6559 0.6340  -0.713
3 C -0.2137 -0.0595 -0.2899  0.857
4 O -0.7151 -1.1438 0.1036  -0.838
5 O -0.3961 0.4030 -1.4514  -0.804
6 H -0.1522 2.5628 0.4078  0.190
7 H 1.3483 2.3216 -0.4813  0.188
8 H 1.3962 2.4525 1.3002  0.178
9 H 1.0511 0.2410 1.3825  0.386
10 H -1.2235 -0.2274 2.0909  0.501
11 H -2.1183 -1.1027 2.8921  0.459
12 O -1.5063 -0.3726 3.0027  -0.972
13 H -1.9481 -2.8028 -0.7847  0.477
14 H -0.7205 -2.5855 -1.5763  0.492
15 O -1.6175 -2.9639 -1.6649  -0.972
16 H 2.1868 -0.0909 -1.3638  0.459
17 H 1.2065 0.5586 -2.3549  0.509
18 O 2.0662 0.0717 -2.2965  -0.992

Cartesian forces (eV/Å) of the 6 atoms listed first:
-0.3201 -0.6659 -0.3497
1.0408 1.7077 0.0405
-1.2734 -0.9696 -1.3898
0.4568 -0.1128 1.0047
0.2462 0.8315 0.9323
-0.0136 0.5756 0.0161

***

Formula: C2H10NOS
Source: the OMol25 dataset
Level of theory: ωB97M-V with the def2-TZVPD basis set

Properties
energy above the lowest of the compared OMol25 structures with the same formula, charge and spin = 28.6 kJ/mol
LUMO level (spin up / spin down) = 0.5 / 0.2 eV
multiplicity = 2
orbital gap (spin up / spin down) = 3.842 / 9.852 eV

Last column: natural (NBO) charge in e.
CARTESIAN COORDINATES (ANGSTROEM)
1 C -1.2172 0.2627 -0.4016  -0.299
2 C -0.9164 -0.6285 0.7801  -0.555
3 S -2.1025 -2.0325 0.8012  -0.048
4 N -0.1078 1.3630 -0.4274  -1.070
5 H -2.1642 0.7890 -0.4530  0.221
6 H -0.9654 -0.1973 -1.3594  0.209
7 H -0.8019 -0.0530 1.6607  0.225
8 H 0.0429 -1.0767 0.5692  0.219
9 H -1.1624 -2.9536 0.5748  0.126
10 H -0.1254 2.0249 -1.2480  0.301
11 H 0.7443 0.8216 -0.6621  0.410
12 H 0.0377 1.8101 0.5041  0.321
13 H 2.6829 -0.7886 -0.2456  0.466
14 H 3.4214 0.4731 0.1977  0.476
15 O 2.6341 0.1857 -0.2906  -1.002

Cartesian forces (eV/Å) of the 6 atoms listed first:
1.4305 1.5643 -0.7708
-0.1778 -0.6194 -1.6230
-0.0116 0.2403 0.3806
0.1314 -1.3605 -0.3621
-0.2059 -0.2670 0.2710
-0.7262 -0.4873 0.1089

***

Formula: C2H10NOSi
Source: the OMol25 dataset
Level of theory: ωB97M-V with the def2-TZVPD basis set

Properties
energy above the lowest of the compared OMol25 structures with the same formula, charge and spin = 248.5 kJ/mol
LUMO level = -3.7 eV
multiplicity = 1
charge = +1
orbital gap = 10.737 eV

Last column: natural (NBO) charge in e.
CARTESIAN COORDINATES (ANGSTROEM)
1 C -3.1260 0.4320 -0.2710  -1.120
2 C 1.4599 -1.2508 -0.6894  0.223
3 N 2.2701 -1.2716 0.3083  -0.638
4 O -0.5368 -1.4397 0.0355  -1.216
5 Si -2.0142 -1.0749 0.1451  1.844
6 H -4.1923 0.1236 0.1166  0.282
7 H -2.8752 1.2423 0.3982  0.274
8 H -3.0548 0.5859 -1.2605  0.249
9 H 1.2826 -2.1497 -1.1040  0.200
10 H 1.1477 -0.4617 -1.2788  0.223
11 H 2.5721 -0.3668 0.6249  0.433
12 H 2.4676 -2.1548 0.7261  0.438
13 H 2.7861 2.0152 0.8503  -0.004
14 H 3.4927 1.7560 1.0427  0.008
15 H -2.9528 -2.1622 0.9228  -0.194

Cartesian forces (eV/Å) of the 6 atoms listed first:
-1.0988 -2.7537 4.6953
0.6053 -0.3942 1.5052
-0.8101 1.5919 -1.2049
0.5890 0.4524 -0.4646
-3.0076 -0.9645 1.7073
1.9538 0.3061 -1.1831

***

Formula: C2H10NOSi
Source: the OMol25 dataset
Level of theory: ωB97M-V with the def2-TZVPD basis set

Properties
energy above the lowest of the compared OMol25 structures with the same formula, charge and spin = 340.9 kJ/mol
LUMO level (spin up / spin down) = -5.3 / -5.3 eV
multiplicity = 1
charge = +1
orbital gap (spin up / spin down) = 9.219 / 9.220 eV

Last column: natural (NBO) charge in e.
CARTESIAN COORDINATES (ANGSTROEM)
1 C 2.0099 -0.6975 -0.1917  -0.431
2 C 0.3159 1.0341 -0.4942  0.098
3 N 0.9969 0.1775 0.4395  -0.555
4 O -1.3715 -0.0432 -0.8452  -0.952
5 Si -2.5501 -0.1698 0.2335  1.222
6 H 2.5327 -1.2783 0.5646  0.252
7 H 1.5211 -1.3729 -0.8901  0.258
8 H 2.7350 -0.0919 -0.7323  0.241
9 H -0.1424 1.9283 -0.1085  0.245
10 H 0.6664 1.0436 -1.5134  0.252
11 H 0.2721 -0.4056 0.9024  0.486
12 H 1.4433 0.7494 1.1726  0.454
13 H -1.9374 -0.5793 1.5200  -0.250
14 H -3.3692 1.0097 0.4373  -0.182
15 H -3.1227 -1.3040 -0.4946  -0.137

Cartesian forces (eV/Å) of the 6 atoms listed first:
0.7047 -0.6694 -0.4653
-4.7461 -1.7705 -1.2068
0.0296 -0.0572 0.7213
5.7073 2.5715 -0.9671
-0.8146 -0.6118 0.8067
-0.1441 0.0743 0.1086

***

Formula: C2H10NOSi
Source: the OMol25 dataset
Level of theory: ωB97M-V with the def2-TZVPD basis set

Properties
energy above the lowest of the compared OMol25 structures with the same formula, charge and spin = 419.3 kJ/mol
LUMO level = -4.9 eV
multiplicity = 1
charge = +1
orbital gap = 9.199 eV

Last column: natural (NBO) charge in e.
CARTESIAN COORDINATES (ANGSTROEM)
1 C -0.3693 1.9982 -0.0535  -0.408
2 C -0.3188 -0.2872 -0.9457  0.080
3 N -1.1361 0.8264 -0.6649  -0.528
4 O 0.1514 -0.7981 0.8884  -0.953
5 Si 1.1428 -2.0634 1.1346  1.198
6 H -0.6933 2.5356 0.8552  0.277
7 H 0.5207 1.5810 0.1882  0.236
8 H -0.2345 2.6463 -0.9335  0.228
9 H -0.6869 -1.1486 -1.4587  0.254
10 H 0.7335 0.0442 -1.1863  0.241
11 H -1.8435 0.5399 0.0108  0.467
12 H -1.5807 1.1281 -1.4567  0.440
13 H 0.2178 -3.0881 0.5928  -0.195
14 H 2.3996 -2.3704 0.5515  -0.204
15 H 1.6973 -1.5438 2.4778  -0.134

Cartesian forces (eV/Å) of the 6 atoms listed first:
-1.0637 1.4732 -1.7613
4.9802 -1.4286 3.9056
-0.1324 0.0984 4.1640
-1.9343 3.5254 -4.6925
0.0785 -0.6963 1.2544
-0.9517 -0.6973 -0.7371

***

Formula: C2H10NS2
Source: the OMol25 dataset
Level of theory: ωB97M-V with the def2-TZVPD basis set

Properties
energy above the lowest of the compared OMol25 structures with the same formula, charge and spin = 102.3 kJ/mol
LUMO level = -3.6 eV
multiplicity = 1
charge = +1
orbital gap = 8.887 eV

Last column: natural (NBO) charge in e.
CARTESIAN COORDINATES (ANGSTROEM)
1 C -1.1999 -0.8524 2.6108  -0.417
2 N -0.4585 -1.3691 1.4634  -0.696
3 H -0.5872 -0.3190 3.2415  0.233
4 H -2.0460 -0.2903 2.3781  0.242
5 H -1.5200 -1.6848 3.1334  0.227
6 H -1.0194 -1.5085 0.5539  0.461
7 H -0.0211 -2.2966 1.6769  0.444
8 H 0.3709 -0.7844 1.2122  0.461
9 C 0.7977 2.0516 -2.7993  -0.775
10 S -0.1474 0.9407 -1.8076  0.126
11 S 1.3214 0.0023 -0.6808  -0.227
12 H 0.8091 3.0554 -2.5074  0.236
13 H 0.2360 2.2019 -3.7137  0.251
14 H 1.8098 1.6618 -2.9591  0.243
15 H 1.6546 -0.8085 -1.8024  0.189

Cartesian forces (eV/Å) of the 6 atoms listed first:
-0.2822 -0.8697 -0.5014
0.8295 -1.0717 -2.0044
1.5881 1.3061 1.1734
-1.1421 1.0128 -0.9133
-0.8691 -1.6123 1.2269
0.9698 0.4283 1.7301

***

Formula: C2H10NaO11
Source: the OMol25 dataset
Level of theory: ωB97M-V with the def2-TZVPD basis set

Properties
LUMO level = 5.9 eV
multiplicity = 1
charge = -3
orbital gap = 2.518 eV

Last column: natural (NBO) charge in e.
CARTESIAN COORDINATES (ANGSTROEM)
1 Na 0.2307 0.0116 -0.0690  0.915
2 C -0.6249 0.9520 3.5192  0.937
3 O -1.6007 0.4145 4.1094  -0.933
4 O -0.2930 0.5090 2.3455  -0.988
5 O 0.0664 1.8924 4.0199  -0.914
6 C -0.1555 1.9543 -2.0976  0.926
7 O -0.1973 2.8216 -3.0077  -0.930
8 O -0.5083 0.7557 -2.3103  -0.997
9 O 0.3223 2.2996 -0.9753  -0.911
10 O -0.5289 -1.7968 -3.1110  -1.015
11 H -0.3788 -0.9189 -2.6981  0.530
12 H -0.7986 -1.5817 -4.0048  0.442
13 O -0.0882 -2.3485 0.2515  -0.945
14 H -0.7851 -2.2025 0.9015  0.485
15 H 0.4825 -3.0082 0.6497  0.465
16 O 2.1730 -0.4284 2.1817  -1.034
17 H 2.7000 0.2145 1.7020  0.449
18 H 1.2851 -0.0069 2.2642  0.518
19 O 2.2749 -0.4982 -1.5229  -0.943
20 H 2.9145 -1.1686 -1.7717  0.444
21 H 1.9241 -0.1585 -2.3561  0.500
22 O -2.7495 0.8015 0.2721  -0.939
23 H -3.2024 1.4071 0.8623  0.461
24 H -2.4624 0.0834 0.8455  0.476

Cartesian forces (eV/Å) of the 6 atoms listed first:
-0.1625 1.2381 0.1238
0.6767 0.4693 0.1641
-1.5651 -0.6364 0.9197
0.6572 -1.2734 -1.9675
0.3042 0.5838 0.6091
1.4020 2.1705 0.5046

***

Formula: C2H10O2S
Source: the OMol25 dataset
Level of theory: ωB97M-V with the def2-TZVPD basis set

Properties
energy above the lowest of the compared OMol25 structures with the same formula, charge and spin = 120.7 kJ/mol
LUMO level = 0.7 eV
multiplicity = 1
structure (SMILES) = CSC.O.O
orbital gap = 9.399 eV

Last column: natural (NBO) charge in e.
CARTESIAN COORDINATES (ANGSTROEM)
1 C -0.1891 0.2158 2.1761  -0.709
2 S -0.0853 -0.6932 0.5175  0.094
3 C 1.7132 -1.0036 0.3503  -0.731
4 H -0.6756 1.1780 2.0337  0.226
5 H -0.7754 -0.5174 2.7293  0.227
6 H 0.7874 0.3497 2.7161  0.224
7 H 1.8658 -1.5647 -0.6667  0.240
8 H 2.0017 -1.5645 1.2619  0.215
9 H 2.1635 -0.0383 0.5092  0.221
10 O -1.4346 -1.0400 -2.5088  -0.964
11 H -0.7114 -1.3314 -1.8065  0.481
12 H -0.9968 -0.9869 -3.4439  0.479
13 O -0.9501 2.4591 -1.5489  -0.970
14 H -1.2601 1.4886 -1.4363  0.497
15 H -1.4531 3.0487 -0.8831  0.470

Cartesian forces (eV/Å) of the 6 atoms listed first:
0.7176 -1.1255 -0.4957
0.3440 0.5538 0.7103
-0.7748 -0.9407 0.0534
-0.0424 -0.1689 0.0615
-0.1655 0.6251 0.3841
-0.7579 -0.1979 -0.9035

***

Formula: C2H10O2S
Source: the OMol25 dataset
Level of theory: ωB97M-V with the def2-TZVPD basis set

Properties
energy above the lowest of the compared OMol25 structures with the same formula, charge and spin = 40.3 kJ/mol
LUMO level = 0.7 eV
multiplicity = 1
structure (SMILES) = CCS.O.O
orbital gap = 9.692 eV

Last column: natural (NBO) charge in e.
CARTESIAN COORDINATES (ANGSTROEM)
1 C 2.1579 0.3329 1.5119  -0.611
2 C 1.0098 -0.6505 1.6049  -0.515
3 S 0.3848 -1.4471 0.1068  -0.043
4 H 1.9565 1.2374 0.9593  0.208
5 H 3.0422 -0.1490 1.0936  0.211
6 H 2.4097 0.6087 2.5104  0.212
7 H 1.2395 -1.4574 2.2892  0.218
8 H 0.1768 -0.1596 2.0889  0.201
9 H 0.4906 -0.4169 -0.7392  0.118
10 O 1.9512 1.3973 -4.9581  -0.936
11 H 2.5829 1.5851 -5.6632  0.469
12 H 1.7184 2.2603 -4.6008  0.467
13 O -6.6544 -1.3068 1.4003  -0.932
14 H -6.1629 -0.6360 1.8901  0.465
15 H -6.3031 -1.1982 0.5060  0.466

Cartesian forces (eV/Å) of the 6 atoms listed first:
0.4007 -0.9561 -0.4625
-0.5809 0.4822 0.2476
0.2330 -0.2174 -0.2050
-0.3081 0.1529 -0.3043
0.0088 0.0679 -0.1583
0.2480 0.3870 0.8363

***

Formula: C2H10O2S
Source: the OMol25 dataset
Level of theory: ωB97M-V with the def2-TZVPD basis set

Properties
energy above the lowest of the compared OMol25 structures with the same formula, charge and spin = 71.0 kJ/mol
LUMO level (spin up / spin down) = -4.1 / -9.0 eV
multiplicity = 2
charge = +1
orbital gap (spin up / spin down) = 10.249 / 5.374 eV

Last column: natural (NBO) charge in e.
CARTESIAN COORDINATES (ANGSTROEM)
1 C 0.3963 -1.4247 1.2002  -0.838
2 S 0.8460 -0.0121 0.2383  0.867
3 C 1.8174 0.9347 1.4775  -0.789
4 H 0.9266 -1.4224 2.1538  0.277
5 H -0.6769 -1.5905 1.2963  0.305
6 H 0.7893 -2.2738 0.6227  0.298
7 H 1.9703 1.8772 0.9277  0.278
8 H 2.8220 0.5098 1.5187  0.300
9 H 1.1410 1.3045 2.2296  0.294
10 H 0.5535 1.5568 -1.6158  0.428
11 H -0.5845 2.2584 -2.2312  0.478
12 O 0.3720 2.3703 -2.0760  -0.899
13 H -3.9638 -1.9526 -2.0984  0.481
14 H -2.7946 -1.0751 -1.5789  0.450
15 O -3.6148 -1.0605 -2.0648  -0.930

Cartesian forces (eV/Å) of the 6 atoms listed first:
0.6666 -0.7472 -0.0960
0.3386 0.1989 1.4057
-0.4093 1.4406 -3.0598
-0.3280 0.1736 -0.0200
-0.0865 0.3068 -0.0424
-0.1535 -0.0587 -0.0433

***

> What is the multiplicity in the eleventh record?

1

***

> What is the formula in the twelfth record?

C2H10O2S

***

> What is the multiplicity in the first record?

1